# 1
Entry from OMol25: the molecule CFN5O2 in a non-equilibrium geometry (the ωB97M-V functional and the def2-TZVPD basis).

```
! RIJCOSX wB97M-V def2-TZVPD def2/J DEFGRID3
* xyz 0 1
N 1.54551 0.35631 0.65158
O -2.13228 1.29150 0.67933
N 0.05164 -1.12296 -0.73366
O -2.63662 -0.21117 -0.79421
N 2.00616 -0.50055 -0.10476
N -1.87911 0.36538 -0.02675
F 2.21844 1.30797 1.26919
N 1.34191 -1.26551 -0.81574
C -0.51565 -0.22098 -0.12499
*
```

## Properties
E_HOMO (spin up / spin down) = -10.5 / -10.5 eV
F_max = 6.92 eV Å⁻¹
HOMO-LUMO gap (spin up / spin down) = 8.29 / 8.29 eV
relative energy (zero: lowest compared OMol25 entry of this formula, charge and spin) = 5.3020 eV

***

# 2
Entry from OMol25: C31H46HfP2 as an isolated structure in a non-equilibrium geometry (the ωB97M-V functional and the def2-TZVPD basis).

```
! RIJCOSX wB97M-V def2-TZVPD def2/J DEFGRID3
* xyz 2 1
P 5.24701 0.53231 -2.46795
H 6.70938 2.30551 -1.53094
C -3.08015 0.30426 -1.47072
H 7.56588 -0.13800 -3.22184
H 3.16269 1.49069 -1.32899
H -2.63245 -0.68522 -1.73713
H -3.34076 0.84742 -2.40305
H 1.02136 0.59357 2.20733
H -4.57126 -4.82283 -2.87533
H 0.91984 3.50559 1.50694
H -1.28692 -1.05641 2.05666
H 2.04054 -0.44185 -5.66640
H -3.99473 0.07160 -0.88225
C 3.13478 -1.52511 1.60539
H 2.41695 -3.18248 0.56886
H 0.24977 1.93785 3.10870
C -3.75483 -4.61129 -2.14933
C -0.31543 -1.13267 -1.74777
C 3.09588 -0.02369 1.48624
H 5.96394 2.92033 -2.98043
H -0.50142 0.26193 3.06806
C 6.38886 2.00891 -2.54599
C 0.28704 3.66009 0.62102
H -4.03075 -6.41405 -0.96406
H 2.45627 -2.64498 -2.15148
H 4.77801 0.98506 -4.88193
H -0.59436 3.26113 -2.45740
P 2.58392 0.65079 -3.58415
C -1.02592 -2.15498 -1.68053
C 3.34293 -1.98398 -2.03432
C 2.82939 -0.58295 -1.87705
H 5.03284 -1.78265 -0.64995
H 3.03005 -1.88472 2.62568
C 6.63477 -0.66753 -2.95101
H -2.94308 -1.00467 1.39139
H -3.18677 -2.76578 -3.16227
H 2.05550 0.29424 1.21599
H 1.71001 -0.69797 -1.65655
C 4.09856 -2.36955 -0.69963
C -1.61743 3.12494 -1.98090
C 1.49224 -0.00899 -4.81524
C -1.61276 2.35385 -0.69449
C -1.59933 -4.10746 -0.39027
C 2.88304 2.49869 -3.63325
H 4.46469 -3.41972 -0.74617
H 3.30349 0.48284 2.47590
H 0.84061 -0.80224 -4.40427
C -0.66188 2.53889 0.38390
C 0.03004 1.04464 2.46562
H -2.01975 4.13231 -1.77317
H 3.87820 -2.15942 -3.03391
C 4.36234 0.32636 -4.09845
H 4.41143 1.51833 0.64274
H -1.63342 -1.70933 0.46345
H 3.20006 2.96018 -2.67538
H 4.46812 -0.70501 -4.44198
C -1.84618 -3.27712 -1.51363
C -0.62519 1.32267 1.14578
H 6.89844 -1.36807 -2.14330
H -0.22862 4.61734 0.79631
H 3.68487 2.80859 -4.34026
Hf -0.18088 0.94765 -1.66098
C -2.99246 -3.47668 -2.34269
H 5.01531 -0.12877 0.44916
H 1.97703 3.04488 -3.92373
C -3.43431 -5.50021 -1.09918
C 3.69617 0.47490 -1.11257
H 0.98129 3.83565 -0.21390
C 3.15477 -2.36997 0.54929
C -1.57155 0.40311 0.57108
H -2.13495 -5.89770 0.64114
H -0.74489 -3.87807 0.25733
H -2.26710 2.68505 -2.77139
C -2.39139 -5.22832 -0.18178
H 0.82477 0.76200 -5.21059
C -2.19055 1.04122 -0.54338
H 7.31719 1.80643 -3.10875
C -1.88395 -0.91264 1.15194
C 4.08432 0.48732 0.36504
H 6.38610 -1.26606 -3.84463
*
```

## Properties
E_HOMO (spin up / spin down) = -11.6 / -11.6 eV
F_max = 2.99 eV Å⁻¹
HOMO-LUMO gap (spin up / spin down) = 5.68 / 5.64 eV
relative energy (zero: lowest compared OMol25 entry of this formula, charge and spin) = 5.6498 eV

***

# 3
Entry from OMol25: the molecule C4H7NO2S in a non-equilibrium geometry (the ωB97M-V functional and the def2-TZVPD basis).

```
! RIJCOSX wB97M-V def2-TZVPD def2/J DEFGRID3
* xyz 0 1
C 1.12744 0.76077 0.34024
H 1.09118 1.63871 -0.29408
H 1.84330 -0.00642 0.03780
H -0.19554 -0.92132 0.91228
H -2.32595 0.14995 0.48167
C 0.00620 -1.99658 -1.28725
H -0.68275 -0.15062 -1.84895
H 0.76372 2.32546 2.12090
C -0.17822 -0.06310 0.23753
O 0.56080 -2.68413 -0.46492
H -0.24007 -2.34997 -2.30539
O -1.45196 2.00205 0.55791
N -0.37769 -0.69667 -1.04924
C -1.43365 0.81331 0.49707
S 1.49319 1.17858 2.06442
*
```

## Properties
E_HOMO = -9.2 eV
F_max = 1.99 eV Å⁻¹
HOMO-LUMO gap = 9.82 eV
relative energy (zero: lowest compared OMol25 entry of this formula, charge and spin) = 1.3180 eV

***

# 4
Entry from OMol25: a 8-piece molecular cluster, C60H66BNOS2Si overall in a non-equilibrium geometry (the ωB97M-V functional and the def2-TZVPD basis).

```
! RIJCOSX wB97M-V def2-TZVPD def2/J DEFGRID3
* xyz 0 1
H -6.61228 4.31956 -0.13912
H 5.00803 -0.20179 -8.68111
C -3.94611 0.92828 5.00287
H 3.55998 2.35836 0.73956
C 1.42393 -5.00512 -0.42559
C -2.16044 -0.58942 -6.59374
H -3.46299 -2.63948 -3.40591
C -3.45254 3.06975 0.00480
H 1.58807 7.90435 2.49340
C 1.67157 -5.26592 3.04961
H -3.76927 1.36665 1.65584
C -1.19703 -0.42868 9.67140
H 2.83214 5.78525 2.22847
H 1.56693 1.25663 -1.28983
H -6.21886 1.44942 1.92628
C 6.84381 -2.82451 -7.57806
H 7.32617 -3.21634 -5.52447
H -4.53364 4.50379 1.16217
C -3.29561 -2.08568 -0.07660
H 2.43997 1.24091 -3.54821
H -3.79486 -3.82923 -1.18690
C 2.65860 -4.41178 -0.65280
H -0.51868 0.24513 -7.69323
H -2.54859 3.16432 0.59176
H 5.30343 2.50607 0.57803
H -0.10183 0.06430 11.44900
C -4.55799 3.82900 0.31014
C -5.77892 2.88952 -1.47877
H 6.12320 -1.23004 -4.68015
B 5.32894 0.05891 -0.53910
H -0.71658 8.10106 1.62351
H -3.90288 -0.96734 -10.01566
H 7.37329 -3.69312 -7.94893
C -0.07728 4.89535 0.74162
H -2.83223 -0.23782 0.80021
C -3.31217 -2.15611 -2.44551
H -0.67403 -4.67978 -0.10649
C 1.58137 -6.79386 5.36725
C -2.91666 1.62507 10.39971
H 3.72036 -2.56187 -0.89613
H 1.34470 -6.08353 -0.36310
C 2.48081 2.18644 -3.00124
C -6.14259 1.17159 4.05375
C -2.29770 -0.13208 8.87937
C 0.28968 -4.21629 -0.27913
C 6.18861 -1.98013 -8.46406
H -2.48560 -0.70232 7.97786
H -6.67445 2.81230 -2.08591
C 0.87876 -5.59852 5.29575
C 2.32964 -7.22496 4.28014
C -0.77420 6.08731 0.88531
C -0.95922 0.29729 10.83026
C 6.81911 -2.55554 -6.21625
C -1.82071 1.32251 11.19595
C 1.52789 2.22404 -1.80486
Si 4.86918 0.65494 -2.39109
H -4.74902 1.46414 -2.63948
H -4.01368 1.13167 8.62313
C -3.15669 0.89703 9.24260
C 5.51642 -0.86207 -7.98963
H 4.53588 2.17383 2.18734
C -4.68455 2.13811 -1.78872
H 0.38444 -3.89685 4.08482
H 3.95270 2.85232 -1.52699
H 5.09612 -0.04102 1.63165
H -3.30791 0.77675 5.86528
C -2.96421 -0.82692 -2.48810
H 2.87977 -8.15598 4.33663
S -0.19500 2.46711 -2.29187
C 4.51517 1.97172 1.11632
C -4.05782 -1.28145 -7.89950
H 1.54592 -7.38987 6.27059
H 3.99641 -0.35718 -3.03215
C -1.51254 -0.18037 -7.75086
C -3.49489 -2.78731 -1.24392
C 0.92745 -4.83237 4.13884
C -2.77991 -0.10367 -1.33702
H -7.21778 1.21176 4.17648
H 1.70522 -1.16147 -0.62105
C 6.14395 -1.43938 -5.74174
C 1.22076 4.78842 1.22105
H -1.63726 1.88655 12.10172
H -1.78590 6.17123 0.50694
C -3.43280 -1.14164 -6.66799
C 5.49628 -0.59068 -6.62828
H 1.88616 2.98616 -1.10822
H -0.52399 -1.22727 9.38550
C 4.56297 0.44623 0.79904
C 1.12197 7.06113 1.99937
C -5.32403 0.98564 5.16063
H -5.04817 -1.71517 -7.95802
C 0.39059 -2.83420 -0.35267
H 3.55825 0.00209 0.79372
H 2.31286 2.99570 -3.71928
H 6.20241 -2.19333 -9.52559
C -5.58208 1.30563 2.79091
H -3.93821 -1.46331 -5.76517
H -0.54570 4.04798 0.25538
C -1.15759 1.66356 -1.03906
H -3.58499 2.42895 10.68157
C -4.20347 1.25681 2.63473
H -2.30964 1.02454 3.61596
H -3.40895 -2.57309 0.88507
H 4.54039 2.95472 -3.16634
O 6.40405 -0.80300 -0.43406
H -2.83628 -0.33922 -3.45020
C 3.95737 2.32361 -2.48561
H 3.54224 -5.02589 -0.77428
C 2.75785 -3.02929 -0.72290
C -2.95403 -0.76100 -0.13922
H -5.76142 0.88466 6.14639
S -0.50975 1.40384 0.43515
H 0.29312 -5.26360 6.14296
H 6.93904 -0.59786 0.34331
C -0.17380 7.17061 1.51290
H -0.49254 -2.21939 -0.24019
C -3.38547 1.06593 3.73985
H 1.70608 -4.67111 2.14703
C 1.62570 -2.24175 -0.56931
H 4.97407 0.28308 -6.25753
C -3.41297 -0.86419 -9.05562
H 6.14585 0.72236 -3.14549
C -2.13992 -0.31568 -8.98172
H -1.67254 -0.47847 -5.63285
C 1.82037 5.87020 1.85151
H -1.63608 0.00666 -9.88420
H 2.95047 -6.80101 2.26983
C 2.37114 -6.46252 3.12040
H 1.76499 3.85861 1.10453
C -3.51135 2.19207 -1.06051
N -2.45867 1.30206 -1.49763
C -5.72514 3.74825 -0.38830
*
```

## Properties
E_HOMO = -8.7 eV
F_max = 1.70 eV Å⁻¹
HOMO-LUMO gap = 8.18 eV
relative energy (zero: lowest compared OMol25 entry of this formula, charge and spin) = 0.0000 eV